This record from the Open Molecules 2025 dataset describes 2 unconnected molecules or ions with the total composition C4H8NO in a non-equilibrium geometry. The level of theory is ωB97M-V with the def2-TZVPD basis set.

Last column: natural (NBO) charge in e.
Geometry (Å):
C: 3.28361 -0.24421 -1.03239  0.04
C: -0.10644 0.49128 0.57260  0.05
C: 2.23071 0.71927 0.89334  0.34
C: -2.28572 0.48602 -0.44705  -0.45
N: -1.24070 -0.13161 0.27806  -0.51
O: 3.02543 0.30889 0.06319  -0.33
H: 2.65019 -1.00650 -1.44296  0.20
H: 4.23094 0.03467 -1.63377  0.23
H: -0.19016 1.47102 0.11878  0.14
H: -1.53995 -1.02301 0.70934  0.43
H: 2.53105 0.52858 1.83735  0.17
H: -3.30786 0.45495 0.17162  0.24
H: -2.07398 1.54519 -0.53412  0.22
H: -2.43109 0.02101 -1.56662  0.24

Forces on the atoms, in the same order (eV/Å):
C 2.298 -0.405 -3.198
C -0.659 -1.471 -0.771
C -3.340 2.029 -1.130
C -3.862 0.105 -1.866
N 2.031 -0.252 1.876
O 1.405 -0.582 -1.009
H -0.626 -0.059 0.199
H -1.613 -0.259 1.686
H 0.328 0.427 -0.026
H 1.003 0.390 -0.420
H 0.481 -0.693 3.530
H 2.171 -0.321 -1.536
H 0.092 0.090 -0.308
H 0.290 1.001 2.973

Values from the calculation:
Kohn-Sham gap (spin up / spin down) (eV): 7.8 / 8.3
E_tot (eV): -7799.8902
HOMO energy (spin up / spin down) (eV): -12.851 / -13.075
LUMO level (spin up / spin down) (eV): -5.066 / -4.796
Charge: +1
Relative energy (zero: lowest compared OMol25 entry of this formula, charge and spin) (kcal per mole): 189.4

=====

This record from the Open Molecules 2025 dataset describes a molecular structure, C48H40O3PtS3Te in a non-equilibrium geometry. The level of theory is ωB97M-V with the def2-TZVPD basis set.

Last column: Löwdin spin population.
Geometry (Å):
Pt: -6.95503 12.48470 15.44289  0.41
C: -8.24124 19.12533 12.78572  0.00
C: -7.63079 17.94695 13.48285  0.00
C: -6.22980 17.85022 13.47721  0.00
C: -5.68382 16.76000 14.16717  0.00
C: -6.47132 15.73933 14.62806  0.01
C: -7.90341 15.76800 14.55523  0.00
C: -8.41305 16.92152 14.02446  0.00
S: -5.88556 14.45969 15.73504  0.04
O: -4.42369 14.65530 15.99818  0.03
C: -6.62222 15.00081 17.24863  0.00
C: -6.79845 16.33514 17.64029  0.00
C: -7.10184 16.63051 18.94348  0.00
C: -7.24310 15.59826 19.88803  0.00
C: -7.43642 15.82625 21.29639  0.00
C: -7.47017 14.79145 22.22378  0.00
C: -7.48989 13.44817 21.71175  0.00
C: -7.39000 13.18524 20.35986  0.00
C: -7.21133 14.20680 19.43637  0.00
C: -6.98133 13.94788 18.07611  0.00
C: -7.09557 12.48679 17.63164  -0.01
C: -5.93616 11.52339 17.94902  0.01
C: -4.69004 11.98004 18.30677  0.00
C: -3.58186 11.16109 18.54155  0.01
C: -3.85387 9.78319 18.51333  0.00
C: -5.07597 9.26193 18.13870  0.01
C: -6.14745 10.11506 17.82354  0.01
C: -7.45963 9.59643 17.59512  0.03
C: -8.49493 10.35872 17.32589  0.00
C: -8.32307 11.81173 17.27511  0.05
S: -9.87934 12.68233 17.19972  0.01
O: -9.60797 14.05364 16.73541  0.00
C: -10.25057 12.77754 18.95975  0.00
C: -10.47851 14.05117 19.48131  0.00
C: -10.82556 14.19858 20.80477  0.00
C: -10.92372 13.09007 21.64209  0.00
C: -11.14994 13.35313 23.14595  0.00
C: -10.96664 11.82391 21.06789  0.00
C: -10.62362 11.68156 19.72752  0.00
H: -8.83003 18.85464 11.91380  0.00
H: -7.46671 19.79203 12.50594  0.00
H: -8.87290 19.77936 13.38422  0.00
H: -5.71794 18.69868 13.05342  0.00
H: -4.60518 16.53669 14.26875  0.00
H: -8.49351 14.91112 14.95914  0.00
H: -9.44453 17.02221 13.92522  0.00
H: -6.75220 17.07732 16.86698  0.00
H: -7.10352 17.70200 19.31872  0.00
H: -7.63772 16.85916 21.59120  0.00
H: -7.42565 15.07196 23.26187  0.00
H: -7.44550 12.66322 22.39450  0.00
H: -7.32332 12.09866 20.18056  0.00
H: -4.61186 13.07166 18.24026  0.00
H: -2.60693 11.48228 18.73358  0.00
H: -2.95465 9.12310 18.65134  0.00
H: -5.24508 8.18818 18.01138  0.00
H: -7.46178 8.54709 17.47559  0.00
H: -9.49090 9.96079 16.97561  0.00
H: -10.29718 14.95654 18.90004  0.00
H: -11.03717 15.23801 21.15248  0.00
H: -12.30104 13.36851 23.31167  0.00
H: -10.70844 14.24044 23.46894  0.00
H: -10.85393 12.51449 23.79000  0.00
H: -11.11954 10.87282 21.64941  0.00
H: -10.50414 10.65199 19.36950  0.00
O: -3.75594 14.72965 13.02194  0.00
S: -3.08735 13.47791 12.52527  0.01
C: -1.30476 13.69517 12.88195  0.00
C: -1.03176 13.49433 14.39709  0.00
C: -0.37712 12.39229 14.83523  0.00
C: -0.21095 12.21490 16.26638  0.00
C: -0.67921 13.17198 17.17601  0.00
C: -1.31314 14.29354 16.67337  0.00
C: -1.37162 14.52189 15.28557  0.00
C: -3.03947 13.67005 10.67579  0.00
C: -2.74560 14.99188 10.18954  0.00
C: -3.70786 15.97937 10.06041  0.00
C: -3.43097 17.28136 9.65848  0.00
C: -2.15576 17.64111 9.29802  0.00
C: -1.18347 16.61286 9.26538  0.00
C: -1.48630 15.34741 9.74765  0.00
H: -0.81843 14.63495 12.40497  0.00
H: -0.75028 12.84125 12.38848  0.00
H: -0.06701 11.63400 14.18988  0.00
H: 0.22947 11.26485 16.61660  0.00
H: -0.73485 12.83663 18.23226  0.00
H: -1.82120 15.01284 17.35728  0.00
H: -1.80283 15.48268 14.99466  0.00
H: -4.08030 13.30782 10.40609  0.00
H: -2.35231 12.88317 10.25056  0.00
H: -4.74103 15.76689 10.26027  0.00
H: -4.29921 17.94578 9.73570  0.00
H: -1.93713 18.68628 8.95711  0.00
H: -0.20134 16.80553 8.86084  0.00
H: -0.65884 14.66339 9.80106  0.00
Te: -6.43560 10.72550 13.50015  1.37

Forces on the atoms, in the same order (eV/Å):
Pt 0.472 -1.596 -0.835
C -0.674 0.103 0.356
C 0.837 -0.051 -0.324
C -1.650 -0.476 1.114
C 1.812 -0.571 -0.515
C -2.272 -0.273 0.784
C 1.783 -0.416 0.257
C 0.496 -0.051 -0.448
S 1.433 0.986 -0.331
O -1.209 -0.466 -0.406
C -1.102 -1.126 0.662
C 0.109 -0.132 0.131
C 0.342 1.346 0.437
C -0.324 -1.813 0.828
C -0.251 -0.201 -0.373
C 0.017 0.267 -2.098
C 0.620 2.301 -0.592
C 0.021 -1.313 2.367
C -0.153 2.001 -0.013
C 0.131 -0.479 -0.285
C 1.057 -1.197 -0.490
C -1.859 -0.469 -0.534
C 1.391 1.685 -0.292
C -3.245 -1.023 -0.272
C 1.904 -0.712 -0.423
C -0.169 0.031 -0.326
C 0.216 1.151 1.264
C 1.605 -0.756 -0.279
C -1.936 1.521 -1.054
C 0.865 0.465 0.429
S -0.223 -0.714 -0.164
O -0.052 0.752 -0.067
C -0.850 0.530 0.092
C 0.483 0.261 -0.344
C -0.089 0.767 0.180
C -0.906 0.454 1.423
C -2.927 -2.480 -1.022
C 0.719 -0.758 0.379
C 0.630 -0.836 -0.102
H 0.036 -0.146 -0.157
H 0.872 0.539 -0.717
H -0.316 -0.401 0.469
H 0.681 -0.272 0.000
H -0.540 0.663 -0.102
H 0.309 0.973 -0.376
H -1.757 0.164 -0.002
H 0.354 0.477 -0.035
H -0.301 -1.421 -0.670
H 0.507 -0.220 0.150
H -0.345 -0.391 0.306
H -0.198 -1.326 0.989
H -0.142 0.796 -0.728
H 0.481 -0.310 0.342
H 1.113 0.768 0.273
H -1.219 0.395 0.016
H 0.239 0.311 0.264
H -0.540 -1.125 0.107
H 1.206 0.393 0.604
H -0.110 -0.439 -0.182
H 0.444 -1.054 0.060
H 1.794 0.407 -0.185
H 0.627 1.464 0.478
H 0.335 0.187 -0.332
H 0.075 1.308 -0.409
H -0.196 0.475 -0.203
O 0.222 -0.836 -0.341
S 0.314 1.363 0.058
C 1.961 -0.448 -0.426
C -0.293 2.627 -1.760
C -0.079 -0.248 3.960
C 0.074 -0.110 -1.512
C -0.386 -1.922 -0.184
C -0.255 1.154 -0.128
C -0.638 -0.137 1.437
C -0.974 -3.065 0.008
C 0.052 1.673 -0.841
C -0.486 0.095 0.138
C -0.863 -0.261 0.691
C 0.900 0.338 -0.870
C -0.777 0.871 0.172
C 1.031 0.498 -0.105
H -1.292 -1.185 1.039
H -0.829 0.681 0.187
H 0.445 -1.111 -0.985
H -0.189 0.685 -0.143
H 0.277 0.816 -0.642
H 0.665 -0.537 -0.649
H -0.022 -0.596 -0.397
H 1.044 0.615 0.247
H -0.497 0.745 0.608
H -0.283 -0.291 0.355
H 0.653 0.161 -0.388
H -0.071 -1.189 0.381
H 0.134 0.081 0.148
H 0.098 -0.521 -0.083
Te -0.400 1.119 0.952

Values from the calculation:
Kohn-Sham gap (spin up / spin down) (eV): 7.2 / 5.7
E_tot (eV): -99608.7318
⟨S²⟩: 2.017
HOMO energy (spin up / spin down) (eV): -7.119 / -7.192
LUMO level (spin up / spin down) (eV): 0.120 / -1.541
Spin multiplicity: 3
Relative energy (zero: lowest compared OMol25 entry of this formula, charge and spin) (kcal per mole): 56.1

=====

This record from the Open Molecules 2025 dataset describes C4H10N2 in the gas phase in a non-equilibrium geometry. The level of theory is ωB97M-V with the def2-TZVPD basis set.

Last column: natural (NBO) charge in e.
Geometry (Å):
C: -0.49414 1.39566 -1.06352  -0.46
C: -0.04200 0.86633 0.09236  0.18
N: -0.57836 1.36794 1.33564  -0.85
C: 1.13307 -0.10705 -0.03463  -0.46
C: 0.62666 -1.54918 0.31376  -0.21
N: -0.48897 -1.87188 -0.60841  -0.84
H: -1.47875 1.87727 -1.16015  0.19
H: -0.01833 1.12158 -2.02146  0.19
H: -1.54471 1.57438 1.12385  0.36
H: -0.17666 2.27864 1.53688  0.37
H: 1.95798 0.11668 0.63399  0.21
H: 1.47936 -0.17708 -1.06445  0.21
H: 0.23906 -1.61361 1.33066  0.20
H: 1.38414 -2.33361 0.15901  0.19
H: -1.33076 -1.40441 -0.30324  0.36
H: -0.29955 -1.63456 -1.57032  0.35

Forces on the atoms, in the same order (eV/Å):
C -0.445 -1.171 -0.384
C 1.029 1.722 -1.989
N 0.012 -0.955 -0.012
C -0.698 -0.877 1.608
C -0.789 0.333 -1.494
N 0.021 -0.860 1.002
H 0.698 0.360 0.288
H -0.396 0.034 0.586
H -0.293 0.024 0.270
H 0.300 -0.232 0.061
H 0.240 0.357 0.057
H 0.029 0.432 0.037
H 0.149 0.038 -0.008
H 0.056 0.552 0.240
H 0.011 0.059 -0.279
H 0.077 0.186 0.017

Values from the calculation:
Kohn-Sham gap (eV): 9.9
E_tot (eV): -7289.1578
HOMO energy (eV): -8.926
LUMO level (eV): 0.962
SMILES string: C=C(N)CCN
Relative energy (zero: lowest compared OMol25 entry of this formula, charge and spin) (kcal per mole): 33.7

=====

This record from the Open Molecules 2025 dataset describes a molecular structure, C19H41BBeBr3Cl3MgN3O9P in a non-equilibrium geometry. The level of theory is ωB97M-V with the def2-TZVPD basis set.

Last column: Mulliken charge in e.
Geometry (Å):
N: -1.40833 1.94910 -2.14647  -0.26
C: -0.17178 1.60052 -2.91594  -1.02
C: 0.51106 0.21754 -2.40933  0.34
O: 1.33535 0.62108 -1.26948  -0.34
C: 1.40444 -0.31744 -3.62391  -0.79
B: 2.29319 -1.62811 -3.28542  0.20
C: 1.90286 -2.78940 -2.22201  -0.50
C: 0.42589 -3.33186 -2.57422  0.40
O: 0.15825 -3.53304 -3.79118  -0.54
H: -1.87611 2.76261 -2.63569  0.29
H: -2.06287 1.12222 -2.25517  0.24
H: 0.65715 2.39440 -2.82604  0.29
H: -0.42078 1.42973 -4.01451  0.44
H: -0.31793 -0.50435 -2.11060  0.22
H: 1.56484 -0.15871 -0.72406  0.25
H: 2.14727 0.52593 -3.89325  0.20
H: 0.74252 -0.47792 -4.55599  0.28
H: 3.30818 -1.77773 -3.90022  -0.10
H: 1.97948 -2.46317 -1.12844  0.21
H: 2.64287 -3.66464 -2.34893  0.31
H: -0.35801 -3.49785 -1.74292  0.10
O: -1.63150 3.36098 4.33298  -0.56
C: -1.36728 2.78073 3.31650  0.24
O: -0.30725 3.09067 2.51539  -0.38
C: -0.34947 2.27890 1.33810  0.41
C: -1.18279 1.07637 1.71226  -0.13
C: -2.16203 1.65261 2.71374  -0.36
H: -0.80056 2.86186 0.52819  -0.01
H: 0.66459 1.99817 1.04883  -0.14
H: -1.66248 0.60086 0.85285  0.14
H: -0.55371 0.32803 2.20386  0.26
H: -3.05044 2.06307 2.22635  0.18
H: -2.44224 0.92044 3.47050  0.34
C: 7.66349 0.13706 0.73103  -1.34
C: 6.82985 0.95263 -0.24773  -0.15
N: 5.45787 1.11308 0.15044  0.39
C: 4.59817 1.62048 -0.91741  -0.09
C: 4.88260 3.02625 -1.44183  -1.20
C: 5.22982 1.69957 1.46947  -0.49
C: 5.82880 3.07622 1.74450  -0.87
H: 7.19937 -0.83238 0.93063  0.36
H: 8.65369 -0.04540 0.31010  0.46
H: 7.80486 0.65832 1.68040  0.32
H: 6.85910 0.42594 -1.20781  0.42
H: 7.33055 1.95684 -0.41659  -0.08
H: 3.55254 1.56772 -0.59788  -0.05
H: 4.66471 0.92545 -1.76224  0.36
H: 4.56549 3.79315 -0.73556  0.30
H: 4.31813 3.19121 -2.36328  0.43
H: 5.93845 3.17779 -1.67627  0.32
H: 5.61753 1.00433 2.22194  0.40
H: 4.15380 1.73334 1.67049  0.27
H: 6.87082 3.15213 1.42756  0.23
H: 5.80234 3.27452 2.81904  0.39
H: 5.25921 3.87017 1.26257  0.26
Mg: -3.31359 2.07887 -1.30149  0.40
C: -2.54101 -5.69973 -1.65235  -0.35
Br: -0.82690 -6.58793 -1.82898  0.00
Br: -4.02059 -6.94123 -1.81385  -0.04
Br: -2.64246 -4.65083 -0.02476  0.05
H: -2.62080 -4.99958 -2.48204  0.37
Cl: 8.90952 2.75405 -0.47203  -0.27
C: -7.08128 0.82072 -4.74757  -0.84
C: -5.59511 0.96923 -4.64468  0.37
N: -4.42722 1.08566 -4.56384  -0.37
H: -7.36815 -0.21801 -4.54437  0.23
H: -7.57142 1.47534 -4.02117  0.30
H: -7.41326 1.09116 -5.75148  0.37
C: -3.50126 -2.87808 3.26725  -0.06
Cl: -1.76844 -3.21578 3.40481  -0.19
Cl: -3.78436 -1.23607 2.66969  -0.13
H: -3.94608 -3.58833 2.57277  0.21
H: -3.96446 -2.98312 4.24794  0.18
O: -5.97705 -3.20795 4.95316  -0.34
P: -6.77626 -3.33392 6.25321  0.81
O: -6.42376 -4.65765 6.93704  -0.43
O: -8.27534 -3.30796 5.94327  -0.50
O: -6.43051 -2.16348 7.18037  -0.59
O: -8.61978 0.06123 7.21320  -0.65
H: -7.98906 -0.67312 7.25920  0.37
H: -8.39466 0.50843 6.39024  0.29
Be: -6.33030 -1.47190 -5.38084  -0.03

Forces on the atoms, in the same order (eV/Å):
N -0.368 -0.022 -0.800
C 1.594 -1.303 -0.554
C -0.280 1.406 -0.969
O -0.581 -1.077 -0.451
C 0.010 0.582 0.546
B -0.741 -0.081 -0.119
C -0.598 -0.817 0.257
C 0.487 0.045 -2.852
O 0.585 0.668 4.269
H 0.749 -0.908 -0.013
H 1.414 0.318 -0.984
H -1.596 -1.002 0.003
H 0.260 0.448 1.393
H 1.101 0.664 -0.253
H -0.304 0.457 -0.530
H -1.186 -1.122 0.319
H 1.028 0.033 1.378
H -0.063 0.113 0.066
H -0.204 -0.412 -1.306
H -1.260 1.206 0.247
H 1.099 0.192 -1.059
O 0.613 -0.111 -0.673
C -0.771 0.527 0.927
O 0.034 0.023 0.157
C 0.282 0.009 -0.205
C -0.086 -0.497 -0.167
C 0.340 -0.427 -0.070
H 0.049 0.020 -0.008
H -0.044 0.258 0.034
H 0.071 -0.042 -0.007
H -0.105 -0.004 -0.100
H -0.081 0.008 0.175
H -0.205 0.362 -0.022
C 0.279 0.306 0.329
C -2.266 -3.678 1.042
N 1.683 2.011 -0.859
C -0.730 -0.604 -0.488
C 0.095 0.369 0.076
C -0.411 -0.708 1.003
C 0.174 0.389 -0.111
H -0.128 0.136 -0.092
H -0.139 0.132 -0.008
H 0.041 -0.060 -0.087
H -0.062 0.593 -0.218
H 1.292 1.613 -0.220
H 0.187 -0.001 0.191
H 0.196 -0.038 0.153
H 0.094 -0.037 -0.033
H 0.006 -0.152 0.084
H -0.045 -0.031 0.048
H 0.094 -0.011 -0.232
H 0.070 -0.044 -0.348
H -0.069 -0.028 0.002
H -0.059 -0.161 -0.089
H 0.094 -0.050 -0.027
Mg -1.303 0.518 1.375
C -0.134 0.047 -0.180
Br -0.297 0.062 0.106
Br 0.350 0.256 0.095
Br 0.109 -0.171 -0.212
H 0.039 -0.201 0.171
Cl -0.455 0.071 -0.112
C 0.581 1.165 0.401
C 2.009 0.241 0.131
N -3.118 -0.221 0.021
H -0.230 0.537 0.271
H 0.083 0.050 -0.002
H 0.092 -0.106 0.037
C -0.235 -0.296 0.247
Cl 0.153 -0.052 -0.099
Cl -0.131 -0.067 -0.111
H 0.082 0.165 0.056
H 0.004 0.163 -0.168
O -0.165 -0.463 0.298
P -0.620 1.168 0.550
O 0.126 0.263 -0.417
O 0.176 -0.578 -0.543
O 0.459 -0.262 -0.023
O 0.051 0.227 -0.109
H 0.090 -0.230 0.030
H -0.033 -0.122 0.114
Be 0.680 -1.621 -0.673

Values from the calculation:
Kohn-Sham gap (eV): 1.4
E_tot (eV): -306756.2361
HOMO energy (eV): -7.577
LUMO level (eV): -6.220

=====

> What is the E_tot in the second record?

-99608.7318 eV

=====

> Look up the E_tot of the first one.

-7799.8902 eV

=====

> Number 2 is which compound?

C48H40O3PtS3Te

=====

> Which of these has the lowest E_tot?

C19H41BBeBr3Cl3MgN3O9P